# C12H30Br2N7O10

A 6-piece molecular cluster, C12H30Br2N7O10 overall (ωB97M-V/def2-TZVPD, the Open Molecules 2025 dataset).

- Lowest unoccupied orbital energy: -3.346 eV
- Charge: +1
- Total energy: -183901.1357 eV
- M: 592.22 g/mol
- Gap between HOMO and LUMO: 9.07 eV

XYZ file:
```
61
Properties=species:S:1:pos:R:3:forces:R:3
C 0.6610 3.4372 1.1011 0.2 -0.7 0.0
C 0.5437 2.1278 0.3262 -0.3 0.0 0.5
Br 1.6004 2.1230 -1.2996 0.0 0.2 -0.2
C 0.8626 0.9279 1.2350 0.1 -0.2 -1.2
Br -0.3813 -0.5362 0.8046 0.3 0.1 0.3
C 2.3272 0.4180 1.1281 -0.1 -0.6 0.1
C 2.6675 -0.1094 2.5255 0.1 0.6 0.1
N 3.9047 -0.9740 2.6134 0.1 -0.3 0.2
C 4.4978 -1.3126 1.2856 -0.4 -0.4 -0.5
C 3.3133 -1.7177 0.4129 0.1 0.6 0.3
N 2.5304 -0.5528 0.0472 0.1 -0.1 0.2
H -0.2454 3.5294 1.6893 -0.2 0.2 0.2
H 1.4965 3.3769 1.7946 0.2 0.3 0.0
H 0.7653 4.2829 0.4379 0.0 0.2 0.0
H -0.4790 2.0298 0.0012 -0.2 -0.1 -0.3
H 0.6092 1.2059 2.2494 0.0 0.0 0.3
H 2.9716 1.2670 0.9241 0.0 0.4 0.1
H 1.8448 -0.6440 2.9794 -0.1 -0.4 -0.1
H 2.8472 0.7460 3.1655 0.0 0.0 0.1
H 4.6058 -0.5767 3.2388 -0.1 0.2 0.0
H 3.6283 -1.8582 3.0413 0.0 0.0 0.1
H 5.2089 -2.1200 1.4031 0.2 -0.1 0.2
H 4.9764 -0.4418 0.8590 0.2 0.2 0.1
H 2.7065 -2.4196 0.9884 -0.1 -0.3 -0.2
H 3.6784 -2.1867 -0.4892 -0.1 -0.2 -0.2
H 2.9783 -0.1074 -0.7458 -0.3 0.1 -0.1
C 2.9160 1.7590 7.3212 0.0 0.2 0.0
N 2.9030 1.1351 5.9703 0.0 0.0 -0.2
O 3.0796 1.8513 4.9982 0.0 0.0 0.3
O 2.7238 -0.0650 5.9052 0.1 0.0 0.0
H 3.0889 2.8217 7.2052 0.0 0.0 -0.1
H 1.9509 1.5602 7.7773 0.0 -0.1 0.0
H 3.7123 1.2853 7.8870 0.0 -0.1 0.0
C -3.3261 -2.2574 0.9621 0.0 0.1 0.0
N -4.6645 -2.6532 1.4821 -0.1 0.0 0.0
O -5.3631 -1.7823 1.9597 0.1 -0.1 -0.1
O -4.9614 -3.8264 1.3840 0.0 0.2 0.0
H -3.2009 -1.1927 1.1094 -0.1 0.0 0.0
H -2.5825 -2.8242 1.5145 0.0 -0.1 0.0
H -3.2965 -2.5127 -0.0927 0.1 -0.1 0.0
C 0.9909 -1.0261 -3.5393 -0.1 -0.1 -0.1
N 2.4236 -1.0549 -3.9555 -0.1 0.0 -0.1
O 2.6965 -1.5640 -5.0165 0.0 0.1 0.2
O 3.2348 -0.5480 -3.1931 0.0 -0.1 0.1
H 0.4001 -1.5034 -4.3113 0.0 0.0 0.0
H 0.9116 -1.5586 -2.5959 0.0 0.1 0.1
H 0.7072 0.0143 -3.4117 0.0 0.0 0.1
C -5.0081 -1.3532 -2.6491 -0.1 -0.1 -0.1
N -3.6376 -1.0623 -3.1524 0.0 0.1 -0.2
O -3.3520 -1.4216 -4.2743 0.0 0.0 0.2
O -2.8806 -0.4677 -2.4018 -0.1 -0.1 0.0
H -5.5559 -1.8722 -3.4249 0.0 0.0 -0.1
H -4.9072 -1.9667 -1.7588 0.0 0.0 0.0
H -5.4706 -0.4006 -2.4157 0.0 0.0 0.1
C -4.3521 2.2615 -5.9392 0.0 0.0 -0.1
N -5.3878 1.2067 -5.7672 -0.1 -0.1 -0.1
O -5.9467 0.7915 -6.7565 0.1 0.0 0.2
O -5.6016 0.8276 -4.6279 0.0 0.1 -0.1
H -4.2722 2.4930 -6.9940 0.0 0.0 0.0
H -4.6719 3.1266 -5.3667 0.0 0.0 0.1
H -3.4198 1.8646 -5.5485 0.0 0.0 0.1
```
Forces are in eV/Å.


# C12H30BrClNO6P4Pd

C12H30BrClNO6P4Pd as an isolated structure (ωB97M-V/def2-TZVPD, the Open Molecules 2025 dataset).

- Relative energy (zero: lowest compared OMol25 entry of this formula, charge and spin): 76.3 kcal/mol
- Lowest unoccupied orbital energy: -6.243 eV
- Charge: +1
- Total energy: -149896.1895 eV
- M: 630.05 g/mol
- Gap between HOMO and LUMO: 5.05 eV

XYZ file:
```
56
Properties=species:S:1:pos:R:3:forces:R:3
C -0.2804 5.3126 1.9260 -0.4 0.0 -0.3
C -0.0504 4.3161 0.7131 0.6 0.0 0.5
C 0.8966 3.0984 1.1048 -0.9 -0.1 0.6
C 0.0713 1.7736 1.4201 0.2 0.3 0.1
C -0.8907 2.1142 2.6103 0.3 -0.2 0.4
C -0.6612 1.2357 0.1314 -0.5 1.2 -0.6
O 0.0927 0.3178 -0.6970 -0.4 -0.6 0.5
P -0.5744 -1.2837 -0.8004 -2.0 2.5 3.4
C 0.4010 -1.6723 0.7822 1.6 -0.5 0.4
C 1.9307 -1.3022 0.7911 0.5 -0.3 1.9
C 2.4572 -1.7254 2.2454 -1.0 -0.5 -0.9
Br 3.9516 -0.5935 2.8593 -0.7 -0.7 -0.3
P 0.9683 -2.1192 -2.2503 2.0 -0.3 -0.3
C 1.6514 -3.7625 -1.7054 1.2 -0.2 -0.4
C 2.2863 -0.9136 -2.6654 0.4 -0.1 0.7
P -1.4020 -0.4531 -2.7255 -1.0 1.1 -1.9
O -0.5709 -1.3619 -3.9309 -0.8 0.1 1.3
Cl -3.4247 -0.8665 -2.9690 1.1 -0.4 -0.1
P -1.6554 -3.2087 -1.0162 -2.4 -3.4 -2.6
O -1.5666 -3.6512 -2.4867 0.3 1.3 2.7
O -1.0666 -4.4882 -0.1020 -0.7 1.7 -0.3
O -3.2900 -3.0898 -0.5761 2.9 -0.5 -0.1
O -2.0363 -0.7666 -0.0151 0.9 1.1 -0.9
C -2.1131 0.6406 0.2755 -0.7 -0.1 1.8
N -3.0818 1.4141 -0.5267 0.4 -1.0 -0.7
H 0.0079 6.3600 1.6621 -0.3 -0.9 0.2
H 0.2815 5.0260 2.8451 -0.3 0.2 -0.7
H -1.3700 5.2995 2.1910 1.0 0.2 -0.1
H 0.4272 4.8570 -0.1411 -0.7 -0.4 0.6
H -1.0681 3.9493 0.4200 1.0 0.3 -0.1
H 1.3605 3.3811 2.0863 0.0 -0.3 -1.0
H 1.7085 2.9176 0.3643 -0.7 0.1 0.4
H 0.8136 1.0290 1.8036 -0.7 0.4 -0.4
H -1.6728 2.8715 2.3703 0.5 -0.6 0.0
H -0.2555 2.5714 3.4152 -0.6 -0.4 -0.6
H -1.3987 1.2162 3.0521 0.5 0.8 -0.5
H -0.7841 2.1145 -0.5522 0.0 -0.5 0.7
H 0.3404 -2.7311 1.1346 -0.2 0.6 -0.5
H -0.0690 -1.0588 1.5979 0.1 -0.4 -1.0
H 2.1592 -0.2193 0.7174 -0.5 -0.7 -0.5
H 2.5638 -1.8964 0.0919 -0.6 0.6 0.2
H 2.7430 -2.8021 2.1707 0.2 1.0 0.4
H 1.6069 -1.6742 2.9718 1.0 0.3 -0.4
H 2.7535 -3.8590 -1.8769 -0.8 0.3 0.0
H 1.5000 -3.8987 -0.6013 -0.3 0.2 -1.0
H 1.1658 -4.5920 -2.2800 0.0 0.8 0.6
H 3.2760 -1.1061 -2.1766 -0.9 -0.1 -0.3
H 2.0059 0.1569 -2.5091 -0.3 -1.0 0.1
H 2.4989 -1.0261 -3.8305 -0.8 -1.4 1.2
H -1.2337 -2.0258 -4.2312 0.4 -0.4 0.0
H -1.4285 -4.4623 0.7989 0.2 -0.2 -0.1
H -3.3140 -3.1689 0.3910 -0.5 0.3 -0.1
H -2.5899 0.6195 1.2911 1.3 0.2 -0.3
H -3.1319 2.3757 -0.1924 0.2 -0.3 0.0
H -4.0115 1.0016 -0.4211 0.3 0.2 0.0
Pd 3.0726 -0.1907 -4.9555 0.7 1.0 -1.3
```
Forces are in eV/Å.


# C12H30BrO6Sr

C12H30BrO6Sr as an isolated structure (ωB97M-V/def2-TZVPD, the Open Molecules 2025 dataset).

- Relative energy (zero: lowest compared OMol25 entry of this formula, charge and spin): 17.2 kcal/mol
- Lowest unoccupied orbital energy: -2.686 eV
- Charge: +1
- Total energy: -96089.4515 eV
- M: 437.89 g/mol
- Gap between HOMO and LUMO: 8.43 eV

XYZ file:
```
50
Properties=species:S:1:pos:R:3:forces:R:3
Sr -0.5314 0.1587 0.5928 -0.8 -0.3 -0.5
Br -3.4241 -0.2167 0.0889 0.6 0.1 0.0
C -0.3326 0.7404 4.1557 0.1 0.0 -0.2
O -0.7414 1.1590 2.8460 0.3 0.2 0.1
C -0.8052 2.5800 2.7332 -0.3 0.3 0.4
C -1.5091 3.0593 1.4843 -0.3 0.2 0.6
O -0.9856 2.5574 0.2618 0.3 0.8 0.4
C -1.4081 3.3830 -0.8379 0.0 -0.5 0.0
H -1.1957 0.7213 4.8186 0.0 0.0 0.1
H 0.4371 1.4088 4.5451 -0.1 0.1 0.0
H 0.1052 -0.2508 4.0650 -0.1 -0.1 0.0
H 0.1876 3.0218 2.8787 0.1 -0.2 -0.3
H -1.4175 2.9924 3.5457 0.0 -0.2 0.1
H -1.4067 4.1486 1.5561 0.0 0.0 -0.4
H -2.5778 2.8329 1.5642 0.0 -0.2 -0.2
H -1.1730 4.4239 -0.6239 -0.1 0.1 0.0
H -2.4746 3.2324 -1.0046 -0.1 0.1 0.0
H -0.8609 3.0507 -1.7120 0.0 0.0 0.0
C 1.7970 -2.3870 0.0288 1.0 -0.2 0.4
O 0.4959 -1.9087 -0.2335 0.1 -0.4 -0.4
C -0.5123 -2.9249 -0.1652 0.2 -0.1 -0.2
C -0.8425 -3.2303 1.2686 0.2 -0.6 0.4
O -1.0549 -2.0369 2.0186 0.1 0.0 -0.4
C -1.8914 -2.2903 3.1322 -0.6 0.1 0.4
H 1.9837 -2.5571 1.0986 -0.2 0.1 -0.1
H 2.5276 -1.6611 -0.3284 -0.2 0.1 -0.1
H 2.0120 -3.3337 -0.4748 -0.3 0.1 -0.2
H -0.1518 -3.8396 -0.6437 0.1 0.0 0.0
H -1.3497 -2.5671 -0.7648 -0.2 0.1 0.3
H -0.0246 -3.7808 1.7524 0.1 0.1 -0.1
H -1.6953 -3.9152 1.3145 -0.2 0.3 -0.1
H -2.9149 -2.4929 2.8041 0.1 -0.1 -0.1
H -1.9290 -1.4067 3.7632 0.1 0.1 -0.1
H -1.5231 -3.1292 3.7294 0.1 0.0 -0.1
C -0.7517 0.1054 -2.7710 0.0 -0.1 -0.8
O 0.1887 0.7237 -1.9042 -0.2 0.1 0.3
C 1.1625 1.5247 -2.5571 0.2 -0.3 -0.3
C 2.1100 0.7295 -3.4355 -0.1 0.0 0.4
O 2.7266 -0.2583 -2.6433 0.0 0.0 0.0
C 3.7793 -0.9104 -3.3333 0.1 0.0 0.1
H -0.2946 -0.6624 -3.4045 0.1 -0.2 0.4
H -1.1909 0.8063 -3.4939 0.0 0.3 0.4
H -1.5512 -0.3124 -2.1614 0.0 0.0 0.0
H 1.7373 2.0039 -1.7653 -0.1 0.1 0.0
H 0.6724 2.2736 -3.1908 0.0 0.1 0.1
H 2.8464 1.4439 -3.8271 0.0 -0.1 -0.1
H 1.5772 0.2575 -4.2706 0.1 0.1 -0.1
H 4.0689 -1.7744 -2.7391 0.0 0.0 0.0
H 4.6507 -0.2552 -3.4352 -0.1 0.0 -0.1
H 3.4554 -1.2371 -4.3257 0.0 -0.1 0.0
```
Forces are in eV/Å.


# C12H30ClF6NO13S2Y

C12H30ClF6NO13S2Y as an isolated structure (ωB97M-V/def2-TZVPD, the Open Molecules 2025 dataset).

- Relative energy (zero: lowest compared OMol25 entry of this formula, charge and spin): 276.1 kcal/mol
- Lowest unoccupied orbital energy: -8.145 eV
- Charge: +1
- Total energy: -92555.4078 eV
- M: 698.85 g/mol
- Gap between HOMO and LUMO: 3.28 eV

XYZ file:
```
66
Properties=species:S:1:pos:R:3:forces:R:3
Y -0.1725 -0.1562 -0.0439 0.0 -0.6 0.3
Cl 1.1586 4.5943 1.6673 -0.6 3.0 1.0
O 2.3465 5.1295 1.0948 0.2 -0.1 -0.6
O 1.3401 4.3414 3.0449 0.2 0.4 1.8
O 0.0336 5.5006 1.4410 0.9 -1.3 -0.1
O 0.8919 3.2941 1.1401 -1.1 -3.3 -2.6
C -0.6260 -5.2682 1.2196 -0.7 -1.8 -0.1
F -1.3652 -6.2976 1.7536 0.7 1.9 -1.1
F -0.3585 -4.3990 2.1764 0.3 0.0 0.0
F 0.4716 -5.7910 0.7041 -0.2 0.5 0.6
S -1.5893 -4.2747 -0.1303 -2.7 1.2 -0.4
O -2.4634 -5.1281 -0.9279 2.4 0.8 0.8
O -2.3591 -3.2656 0.5814 1.0 0.4 0.6
N -0.3630 -3.2790 -0.9138 -1.8 -1.7 1.0
S 0.2656 -4.2581 -2.0665 3.5 -1.1 -1.8
O 1.6272 -3.7435 -2.3126 -2.5 -0.1 -0.1
O 0.2002 -5.7085 -1.8375 -0.8 2.8 -0.3
C -0.8482 -3.8427 -3.6629 1.3 0.0 0.7
F -0.8424 -2.4733 -3.7464 -0.4 -0.9 0.0
F -0.2770 -4.3464 -4.7355 0.5 0.3 0.1
F -2.0612 -4.3316 -3.6116 -0.2 0.6 0.5
C -5.4373 -0.2287 -1.8234 -0.6 -0.7 -0.8
C -4.0583 -0.3617 -2.4490 -0.9 0.1 0.7
O -3.2123 0.4918 -1.6549 1.7 -0.4 0.4
H -5.5375 -0.4149 -0.7541 0.7 0.0 0.0
H -6.0594 -1.0043 -2.2703 -0.4 0.2 -0.2
H -5.8560 0.7540 -2.0404 -0.2 0.0 0.0
H -4.0260 0.0289 -3.4661 -0.2 -0.3 -0.1
H -3.7386 -1.4038 -2.4497 0.5 0.2 0.3
H -3.6774 1.3299 -1.7070 0.3 0.4 0.3
C -3.4051 2.2736 3.9761 0.4 0.7 0.2
C -3.4447 1.5779 2.6525 -1.8 0.2 0.0
O -2.4459 0.5951 2.4905 1.7 -0.7 -0.8
H -2.4516 2.7921 4.0763 0.0 -0.1 0.4
H -3.6181 1.6110 4.8149 0.3 -0.2 0.0
H -4.1806 3.0373 4.0347 -0.1 0.0 -0.2
H -3.4127 2.2823 1.8213 0.3 -0.1 0.0
H -4.3913 1.0387 2.6153 -0.3 0.1 -0.4
H -2.6206 -0.0647 3.1655 0.2 -0.3 0.0
C 1.9533 3.5444 -4.1343 -0.5 -0.2 0.8
C 0.6254 3.0184 -3.5625 0.3 1.0 -0.2
O 0.8761 1.7226 -3.0000 -0.6 -0.6 0.4
H 1.8651 4.5977 -4.4004 0.1 -0.1 0.0
H 2.3307 2.9755 -4.9840 -0.3 0.0 -0.2
H 2.6729 3.3996 -3.3285 0.2 0.4 0.0
H -0.1751 3.0092 -4.3022 0.0 -0.4 -0.2
H 0.2452 3.6595 -2.7672 0.3 0.0 0.2
H 1.2913 1.2676 -3.7363 0.2 -0.6 0.1
C 5.5359 0.8975 -1.1632 -0.6 0.3 1.1
C 4.6675 0.4192 0.0042 0.1 -0.5 -0.8
O 3.4531 -0.1580 -0.5700 -0.9 0.3 0.4
H 5.5230 0.1165 -1.9235 0.4 0.1 -0.1
H 6.5362 1.0878 -0.7742 0.1 -0.1 -0.4
H 5.1167 1.8240 -1.5557 0.1 -0.1 -0.2
H 4.3907 1.2153 0.6954 0.0 -0.2 -0.1
H 5.1581 -0.4174 0.5016 0.1 0.3 0.4
H 3.7901 -0.6780 -1.3032 -0.3 -0.3 -0.2
C 3.0149 0.1471 4.6432 0.2 0.1 0.6
C 1.6189 -0.2830 4.3230 -0.4 0.1 -0.1
O 1.5793 -0.7503 2.9458 -0.7 0.0 -0.8
H 3.0735 0.5466 5.6557 -0.2 0.3 0.0
H 3.3318 0.9126 3.9349 0.2 -0.1 0.1
H 3.7037 -0.6969 4.6794 0.1 -0.1 -0.4
H 0.9108 0.5434 4.3842 0.1 0.0 -0.1
H 1.2530 -1.0889 4.9592 0.1 0.0 0.1
H 2.2215 -1.4631 2.9123 0.1 -0.2 -0.3
```
Forces are in eV/Å.


Q: The lowest gap between HOMO and LUMO belongs to which entry?
A: C12H30ClF6NO13S2Y